[1]
Formula: C13H26N2O
Source: the Open Molecules 2025 dataset
Level of theory: ωB97M-V with the def2-TZVPD basis set

HOMO-LUMO gap (eV): 9.21
SMILES string: CCCCOCCCNC1=NCCCCC1
F_max (eV/Å): 0.7
E_HOMO (eV): -8.30
Relative energy (zero: lowest compared OMol25 entry of this formula, charge and spin) (kcal per mole): 20.7
Lowest unoccupied orbital energy (eV): 0.91

```
42
Properties=species:S:1:pos:R:3:lowdin_charge:R:1
O 1.69775 -2.01430 0.75284 -0.143
N -0.99308 0.22794 -1.14642 0.050
N -1.86197 -1.82948 -0.73439 0.035
C 4.37859 1.85463 -0.64453 -0.116
C 1.66532 -0.60273 0.63697 -0.240
C 3.00795 -0.13268 0.09072 -0.187
C -1.96065 -0.47615 -0.70953 -0.383
C -3.26066 0.05765 -0.14470 -0.107
C -1.06371 1.66438 -1.13474 -0.235
C -2.49625 2.25230 0.90621 -0.215
C -0.10339 -3.42927 -0.08989 -0.152
C -1.10823 2.27906 0.27044 -0.191
C -3.03395 0.84412 1.15066 -0.192
C 3.04750 1.38366 -0.07204 -0.271
C -0.70215 -2.55192 -1.19221 -0.190
C 0.46856 -2.62268 1.08183 -0.225
H 4.55030 1.41012 -1.62214 0.071
H 0.70256 -4.02875 -0.51334 0.114
H -1.92625 2.02640 -1.71359 0.114
H 3.17414 -0.61423 -0.87402 0.120
H -0.15621 2.00805 -1.64275 0.096
H 2.23502 1.69187 -0.73301 0.098
H 0.85765 -0.28558 -0.03629 0.087
H -3.72403 0.71331 -0.88726 0.120
H -3.19532 2.79276 0.26171 0.111
H 0.66168 -3.30530 1.92007 0.120
H -2.34038 0.29357 1.79184 0.114
H -0.26096 -1.87330 1.41046 0.113
H -0.87201 -4.10614 0.29252 0.108
H -2.61737 -2.37463 -0.35305 0.131
H -0.77866 3.31855 0.20211 0.107
H 2.88162 1.85690 0.89874 0.109
H 5.19865 1.56725 0.00989 0.070
H 3.80014 -0.46008 0.76651 0.118
H -3.98524 0.92459 1.68345 0.107
H -3.94699 -0.77112 0.04465 0.107
H -2.45506 2.78162 1.86210 0.107
H 4.38822 2.93689 -0.75256 0.066
H -0.39864 1.74490 0.90616 0.102
H -0.98108 -3.18703 -2.04301 0.117
H 0.01892 -1.80905 -1.53074 0.108
H 1.48769 -0.15612 1.63034 0.128
```

---

[2]
Formula: C13H26NO3RuS4Si2Te
Source: the Open Molecules 2025 dataset
Level of theory: ωB97M-V with the def2-TZVPD basis set

Spin multiplicity: 2
HOMO-LUMO gap (spin up / spin down) (eV): 7.01 / 6.18
F_max (eV/Å): 2.0
E_HOMO (spin up / spin down) (eV): -7.66 / -8.20
⟨S²⟩: 0.80
Relative energy (zero: lowest compared OMol25 entry of this formula, charge and spin) (kcal per mole): 35.6
Lowest unoccupied orbital energy (spin up / spin down) (eV): -0.65 / -2.02

```
51
Properties=species:S:1:pos:R:3:lowdin_charge:R:1
Te -0.46784 -0.40594 -0.89345 1.236
Ru 0.22706 1.80606 0.35185 0.452
S -1.95684 2.90806 -0.51015 0.569
S 1.18676 3.13616 -1.61845 0.610
S -1.80064 5.82606 -0.06245 0.997
S 0.90876 6.06136 -1.18145 1.008
Si 2.72116 -1.31134 0.13115 0.481
Si -2.31144 -3.05524 -1.20715 0.442
O -0.51284 8.10256 -0.33625 -0.010
O 0.43436 5.25556 1.96765 0.007
O 1.28686 3.20686 1.72725 -0.154
N -0.87974 1.97446 2.62905 -0.032
C -3.85904 -1.96004 -1.36345 -0.181
C 2.16626 -2.46914 1.54485 -0.182
C 4.30726 -2.02804 -0.64255 -0.179
C -1.21074 -2.18864 0.09805 -0.524
C 1.47466 -1.23364 -1.33325 -0.547
C 2.96756 0.44846 0.79775 -0.185
C 0.25386 4.44636 -1.06525 -1.147
C 0.42346 4.04426 2.10465 -0.720
C -0.46534 6.92386 -0.47705 -0.990
C -1.35154 -3.17524 -2.84775 -0.203
C -0.81924 3.41786 2.85375 -0.175
C -2.74724 -4.81734 -0.63095 -0.180
C -1.03754 4.34066 -0.56785 -1.161
H 3.70636 0.48576 1.59245 0.044
H 4.13676 -3.02924 -1.02695 0.027
H -0.50924 -3.85594 -2.76945 0.027
H 5.10056 -2.09504 0.09345 0.025
H -0.71934 3.68696 3.91175 0.119
H -0.36054 -2.77564 0.42485 -0.015
H -3.57714 -0.92234 -1.53445 0.007
H -4.45984 -1.99404 -0.45885 0.029
H 1.98856 -3.48274 1.19675 0.027
H -3.26134 -4.81904 0.32405 0.024
H 2.95086 -2.52574 2.29375 0.029
H 4.67226 -1.41984 -1.46365 0.028
H -1.83944 1.63586 2.64425 0.081
H -1.71664 3.89226 2.45185 0.093
H 1.26666 -2.11924 2.04305 0.018
H -0.96904 -2.19834 -3.13985 -0.013
H -1.98554 -3.53644 -3.65015 0.028
H 3.29266 1.13856 0.01775 0.032
H -0.34314 1.48646 3.34185 0.089
H 1.32246 -2.20784 -1.79325 0.001
H 2.02476 0.84726 1.23095 -0.027
H 1.88036 -0.56394 -2.09355 0.009
H -3.40024 -5.29334 -1.35485 0.025
H -1.86184 -5.43724 -0.53415 0.024
H -1.78234 -1.87854 0.96885 0.008
H -4.49444 -2.27254 -2.18485 0.028
```